--- a ---
{"formula": "C11H18", "method": "wB97M-V/def2-TZVPD", "gap_ev": 9.9029, "homo_energy_ev": -8.9, "smiles": "Cc1ccccc1.CC(C)C", "molar_mass_g_mol": 150.27, "symbols": ["C", "C", "C", "C", "C", "C", "C", "H", "H", "H", "H", "H", "H", "H", "H", "C", "C", "C", "C", "H", "H", "H", "H", "H", "H", "H", "H", "H", "H"], "xyz": [[1.09, 2.99, 1.37], [0.74, 2.44, -0.03], [-0.16, 3.16, -0.83], [1.33, 1.25, -0.40], [-0.53, 2.59, -2.04], [1.24, 0.86, -1.74], [0.25, 1.53, -2.48], [0.26, 3.62, 1.67], [2.03, 3.54, 1.33], [-0.39, 4.12, -0.39], [1.99, 0.72, 0.28], [-1.35, 3.07, -2.54], [1.87, 0.15, -2.26], [0.13, 1.18, -3.50], [1.18, 2.16, 2.07], [-0.83, -2.02, 0.64], [-0.90, -2.34, 2.12], [0.58, -2.10, 0.09], [-1.81, -2.96, -0.20], [-1.17, -0.98, 0.48], [-1.76, -2.92, 2.47], [0.91, -3.13, 0.06], [0.71, -1.70, -0.92], [1.33, -1.51, 0.64], [-1.20, -3.43, -0.97], [-2.29, -3.59, 0.53], [-2.41, -2.25, -0.76], [-0.75, -1.51, 2.81], [-0.07, -2.97, 2.51]]}

=====

--- b ---
{"formula": "C11H18", "method": "wB97M-V/def2-TZVPD", "gap_ev": 10.0250, "homo_energy_ev": -9.0, "smiles": "CCc1ccccc1.CCC", "molar_mass_g_mol": 150.27, "symbols": ["C", "C", "C", "C", "C", "C", "C", "C", "H", "H", "H", "H", "H", "H", "H", "H", "H", "H", "C", "C", "C", "H", "H", "H", "H", "H", "H", "H", "H"], "xyz": [[-0.68, -0.09, -0.29], [-1.99, -0.61, -0.89], [0.51, -0.20, -1.21], [1.00, -1.45, -1.58], [1.24, 0.96, -1.50], [2.27, -1.54, -2.15], [2.39, 0.86, -2.28], [2.95, -0.39, -2.49], [-0.86, 0.94, 0.02], [-0.46, -0.61, 0.64], [-2.09, -0.07, -1.84], [0.46, -2.36, -1.39], [0.89, 1.92, -1.14], [2.68, -2.51, -2.37], [2.99, 1.73, -2.51], [3.97, -0.52, -2.81], [-2.85, -0.39, -0.27], [-1.80, -1.62, -1.24], [-1.57, 0.17, 3.17], [-0.97, 1.20, 4.14], [-2.92, 0.58, 2.57], [-0.89, -0.16, 2.39], [-1.63, -0.82, 3.65], [-0.13, 0.81, 4.71], [-2.82, 1.02, 1.58], [-3.53, -0.31, 2.44], [-3.44, 1.30, 3.21], [-0.63, 2.05, 3.55], [-1.77, 1.50, 4.81]]}

=====

Preferred: b; penalty for the next structure: 53.2 kJ/mol.

=====

--- a ---
{"formula": "C9H10N2O2S", "method": "wB97M-V/def2-TZVPD", "gap_ev": 9.3211, "homo_energy_ev": -8.6, "smiles": "CN1c2cccnc2C2(CC2)S1(=O)=O", "molar_mass_g_mol": 210.26, "symbols": ["C", "C", "C", "C", "C", "C", "C", "C", "C", "N", "N", "O", "O", "S", "H", "H", "H", "H", "H", "H", "H", "H", "H", "H"], "xyz": [[-3.02, 0.56, 0.09], [-1.90, 1.38, 0.13], [-2.86, -0.82, 0.04], [-0.64, 0.78, 0.13], [-0.63, -0.62, 0.08], [1.36, -2.42, 0.70], [1.28, -2.37, -0.79], [0.86, -1.19, 0.02], [0.85, 2.77, -0.11], [-1.67, -1.40, 0.03], [0.58, 1.39, 0.24], [2.49, 0.56, -1.22], [2.69, 0.36, 1.20], [1.87, 0.29, 0.04], [-4.00, 1.00, 0.09], [-2.01, 2.45, 0.17], [-3.71, -1.48, 0.01], [0.65, -3.03, 1.24], [2.33, -2.34, 1.17], [2.18, -2.26, -1.37], [0.49, -2.94, -1.28], [1.36, 2.80, -1.08], [-0.06, 3.35, -0.16], [1.51, 3.19, 0.64]]}

=====

--- b ---
{"formula": "C9H10N2O2S", "method": "wB97M-V/def2-TZVPD", "gap_ev": [7.0211, 7.0166], "homo_energy_ev": [-8.4, -8.4], "molar_mass_g_mol": 210.26, "symbols": ["C", "C", "C", "C", "C", "C", "C", "C", "C", "N", "N", "O", "O", "S", "H", "H", "H", "H", "H", "H", "H", "H", "H", "H"], "xyz": [[-0.55, -2.80, -0.16], [0.28, -1.88, -0.72], [-1.41, -2.38, 0.93], [0.16, -0.50, -0.30], [-1.00, -0.14, 0.63], [-1.47, 2.50, 0.40], [-2.48, 2.04, 1.39], [-1.50, 1.13, 0.81], [1.80, 0.24, -1.85], [-1.69, -1.15, 1.25], [1.02, 0.44, -0.65], [3.34, -0.98, 0.61], [3.90, 1.23, -0.02], [3.11, 0.41, 0.83], [-0.29, -3.75, -0.46], [1.11, -2.06, -1.39], [-1.86, -3.28, 1.40], [-1.88, 2.80, -0.66], [-0.61, 3.08, 0.83], [-2.32, 2.18, 2.40], [-3.61, 1.97, 1.20], [2.02, 1.36, -2.16], [2.68, -0.13, -1.56], [1.24, -0.33, -2.73]]}

=====

Preferred: a; penalty for the next structure: 338.4 kJ/mol.

=====

--- a ---
{"formula": "C14H16", "method": "wB97M-V/def2-TZVPD", "gap_ev": 9.8054, "homo_energy_ev": -9.0, "smiles": "Cc1ccccc1.Cc1ccccc1", "molar_mass_g_mol": 184.28, "symbols": ["C", "C", "C", "C", "C", "C", "C", "H", "H", "H", "H", "H", "H", "H", "H", "C", "C", "C", "C", "C", "C", "C", "H", "H", "H", "H", "H", "H", "H", "H"], "xyz": [[3.85, -2.31, 0.54], [-0.29, -3.44, 0.09], [0.50, -3.14, -1.01], [0.26, -3.32, 1.36], [1.84, -2.87, -0.84], [1.62, -3.04, 1.51], [2.43, -2.77, 0.42], [-1.33, -3.73, 0.02], [0.08, -3.19, -2.01], [-0.33, -3.43, 2.25], [2.40, -2.49, -1.69], [1.90, -2.69, 2.50], [4.39, -2.89, 1.29], [4.02, -1.24, 0.61], [4.40, -2.72, -0.32], [0.15, 4.08, 1.01], [-2.84, 2.04, -1.30], [-1.49, 1.76, -1.48], [-3.23, 3.01, -0.40], [-0.54, 2.44, -0.74], [-2.26, 3.70, 0.33], [-0.91, 3.42, 0.18], [-3.56, 1.54, -1.94], [-1.24, 1.07, -2.27], [-4.25, 3.34, -0.22], [0.52, 2.34, -0.99], [-2.58, 4.55, 0.93], [-0.09, 5.09, 1.31], [1.16, 4.05, 0.61], [0.29, 3.47, 1.91]]}

=====

--- b ---
{"formula": "C14H16", "method": "wB97M-V/def2-TZVPD", "gap_ev": 9.8584, "homo_energy_ev": -8.9, "smiles": "Cc1ccccc1.Cc1ccccc1", "molar_mass_g_mol": 184.28, "symbols": ["C", "C", "C", "C", "C", "C", "C", "H", "H", "H", "H", "H", "H", "H", "H", "C", "C", "C", "C", "C", "C", "C", "H", "H", "H", "H", "H", "H", "H", "H"], "xyz": [[-1.35, 0.52, 3.05], [-1.71, 2.33, 1.32], [-0.87, 1.48, 2.00], [-1.22, 3.24, 0.41], [0.51, 1.58, 1.74], [0.13, 3.28, 0.11], [1.06, 2.42, 0.74], [-2.75, 2.31, 1.65], [-1.77, 4.07, -0.02], [-0.55, -0.20, 3.22], [-2.32, 0.04, 2.95], [1.21, 0.91, 2.23], [0.49, 4.02, -0.60], [2.07, 2.31, 0.40], [-1.48, 1.07, 3.99], [2.34, -3.26, -1.21], [-1.00, -0.72, -1.94], [-1.25, -2.08, -1.90], [0.24, -0.17, -1.61], [-0.17, -2.96, -1.68], [1.23, -1.08, -1.28], [1.06, -2.47, -1.29], [-1.80, 0.04, -2.08], [-2.26, -2.37, -2.21], [0.37, 0.91, -1.62], [-0.42, -4.03, -1.76], [2.25, -0.71, -1.10], [2.19, -4.24, -0.76], [3.04, -2.71, -0.59], [2.76, -3.52, -2.18]]}

=====

Preferred: a; penalty for the next structure: 6.1 kJ/mol.

=====

--- a ---
{"formula": "C14H16", "method": "wB97M-V/def2-TZVPD", "gap_ev": 9.7541, "homo_energy_ev": -8.8, "smiles": "Cc1ccccc1.Cc1ccccc1", "molar_mass_g_mol": 184.28, "symbols": ["C", "C", "C", "C", "C", "C", "C", "H", "H", "H", "H", "H", "H", "H", "H", "C", "C", "C", "C", "C", "C", "C", "H", "H", "H", "H", "H", "H", "H", "H"], "xyz": [[-2.62, -0.21, -4.15], [-1.43, -1.52, -0.81], [-0.07, -1.26, -0.91], [-2.28, -1.22, -1.87], [-1.74, -0.71, -3.03], [0.49, -0.88, -2.13], [-0.36, -0.61, -3.19], [-1.81, -1.84, 0.15], [0.54, -1.46, -0.04], [-3.34, -1.39, -1.80], [1.56, -0.78, -2.08], [-2.39, 0.85, -4.29], [-3.66, -0.46, -3.96], [0.05, -0.34, -4.16], [-2.39, -0.61, -5.15], [0.25, 2.60, 0.97], [0.85, 1.50, 1.77], [0.07, 0.49, 2.30], [2.23, 1.41, 1.99], [0.55, -0.44, 3.23], [2.70, 0.61, 3.00], [1.85, -0.29, 3.66], [0.60, 2.63, -0.06], [0.56, 3.58, 1.36], [-0.97, 0.44, 1.96], [2.87, 2.05, 1.39], [-0.18, -1.08, 3.70], [3.73, 0.61, 3.30], [2.30, -0.89, 4.44], [-0.82, 2.64, 1.01]]}

=====

--- b ---
{"formula": "C14H16", "method": "wB97M-V/def2-TZVPD", "gap_ev": 9.8930, "homo_energy_ev": -9.0, "smiles": "Cc1ccccc1.Cc1ccccc1", "molar_mass_g_mol": 184.28, "symbols": ["C", "C", "C", "C", "C", "C", "C", "H", "H", "H", "H", "H", "H", "H", "H", "C", "C", "C", "C", "C", "C", "C", "H", "H", "H", "H", "H", "H", "H", "H"], "xyz": [[-1.16, 2.11, -3.80], [-0.17, 1.76, -1.49], [-0.15, 2.42, -2.71], [0.79, 2.03, -0.53], [0.82, 3.38, -2.95], [1.72, 3.03, -0.73], [1.64, 3.78, -1.90], [-1.00, 1.10, -1.25], [0.74, 1.51, 0.42], [-0.62, 1.95, -4.74], [-1.91, 2.89, -3.87], [0.88, 3.91, -3.89], [2.50, 3.24, -0.01], [2.50, 4.41, -2.13], [-1.53, 1.08, -3.74], [0.60, -3.28, 0.32], [-2.01, -2.19, 2.85], [-1.38, -2.61, 1.67], [-1.22, -2.01, 3.98], [0.00, -2.72, 1.61], [0.15, -2.20, 3.94], [0.78, -2.46, 2.73], [-3.07, -2.00, 2.87], [-2.01, -2.54, 0.79], [-1.70, -1.76, 4.91], [0.71, -2.03, 4.85], [0.06, -2.86, -0.52], [0.47, -4.36, 0.31], [1.86, -2.52, 2.72], [1.67, -3.08, 0.30]]}

=====

Preferred: a; penalty for the next structure: 11.0 kJ/mol.

=====

--- a ---
{"formula": "C14H16", "method": "wB97M-V/def2-TZVPD", "gap_ev": 9.9666, "homo_energy_ev": -9.1, "smiles": "Cc1ccccc1.Cc1ccccc1", "molar_mass_g_mol": 184.28, "symbols": ["C", "C", "C", "C", "C", "C", "C", "H", "H", "H", "H", "H", "H", "H", "H", "C", "C", "C", "C", "C", "C", "C", "H", "H", "H", "H", "H", "H", "H", "H"], "xyz": [[2.94, 2.42, -3.04], [3.38, -0.57, -0.14], [2.12, 0.04, -0.40], [4.48, -0.08, -0.80], [2.16, 1.14, -1.22], [4.41, 0.93, -1.73], [3.20, 1.38, -2.02], [3.50, -1.49, 0.45], [1.17, -0.09, 0.21], [5.62, -0.48, -0.54], [1.49, 1.87, -1.22], [5.32, 1.40, -2.16], [3.66, 3.22, -2.98], [1.92, 2.81, -2.81], [2.94, 2.19, -4.11], [-3.48, 0.90, 2.58], [-3.11, -2.67, 0.42], [-3.99, -2.65, 1.38], [-2.22, -1.58, 0.12], [-4.10, -1.50, 2.18], [-2.38, -0.48, 0.88], [-3.43, -0.42, 1.87], [-2.90, -3.63, -0.07], [-4.64, -3.57, 1.52], [-1.38, -1.69, -0.56], [-4.76, -1.50, 3.10], [-1.46, 0.31, 0.74], [-2.40, 1.30, 2.89], [-4.14, 0.74, 3.56], [-3.92, 1.75, 1.90]]}

=====

--- b ---
{"formula": "C14H16", "method": "wB97M-V/def2-TZVPD", "gap_ev": 9.7519, "homo_energy_ev": -8.8, "smiles": "Cc1ccccc1.Cc1ccccc1", "molar_mass_g_mol": 184.28, "symbols": ["C", "C", "C", "C", "C", "C", "C", "H", "H", "H", "H", "H", "H", "H", "H", "C", "C", "C", "C", "C", "C", "C", "H", "H", "H", "H", "H", "H", "H", "H"], "xyz": [[1.10, -3.15, 2.34], [2.12, 0.03, 0.65], [1.58, -0.82, 1.59], [2.52, -0.38, -0.61], [1.60, -2.19, 1.30], [2.55, -1.73, -0.89], [2.10, -2.62, 0.09], [2.19, 1.10, 0.79], [1.19, -0.37, 2.50], [2.87, 0.27, -1.36], [2.87, -2.11, -1.84], [1.89, -3.55, 2.97], [0.64, -4.00, 1.82], [2.04, -3.68, -0.13], [0.40, -2.67, 3.01], [-3.61, 0.88, 0.81], [-1.52, 0.45, -0.55], [-2.51, 1.35, -0.14], [-0.48, 0.89, -1.34], [-2.60, 2.62, -0.67], [-0.55, 2.17, -1.87], [-1.58, 3.05, -1.53], [-1.57, -0.58, -0.19], [0.38, 0.30, -1.60], [-3.21, 0.65, 1.80], [-3.95, -0.11, 0.48], [-3.44, 3.28, -0.55], [0.24, 2.58, -2.50], [-1.40, 4.04, -1.91], [-4.43, 1.59, 0.75]]}

=====

Preferred: b; penalty for the next structure: 244.0 kJ/mol.

=====

--- a ---
{"formula": "C14H16", "method": "wB97M-V/def2-TZVPD", "gap_ev": 9.7599, "homo_energy_ev": -8.9, "smiles": "Cc1ccccc1.Cc1ccccc1", "molar_mass_g_mol": 184.28, "symbols": ["C", "C", "C", "C", "C", "C", "C", "H", "H", "H", "H", "H", "H", "H", "H", "C", "C", "C", "C", "C", "C", "C", "H", "H", "H", "H", "H", "H", "H", "H"], "xyz": [[-1.89, -1.09, 0.74], [-1.89, 2.45, 2.23], [-3.13, 2.94, 1.76], [-1.62, 1.17, 1.75], [-2.31, 0.38, 0.91], [-3.86, 2.17, 0.76], [-3.34, 0.90, 0.11], [-1.33, 3.03, 2.86], [-3.55, 3.92, 2.20], [-0.87, 0.62, 2.39], [-4.88, 2.55, 0.23], [-2.08, -1.58, -0.30], [-2.74, -1.64, 1.24], [-3.84, 0.45, -0.70], [-0.87, -1.45, 1.11], [2.96, 1.04, -2.06], [1.57, -2.53, -1.57], [2.07, -2.89, -0.32], [1.93, -1.32, -2.22], [2.73, -0.42, -1.59], [3.11, -2.00, 0.24], [3.51, -0.78, -0.46], [0.91, -3.11, -2.01], [1.71, -3.81, 0.14], [1.52, -1.13, -3.26], [3.86, -2.21, 1.01], [2.62, 1.25, -3.11], [4.09, 1.31, -2.11], [4.07, -0.04, 0.11], [2.38, 1.72, -1.41]]}

=====

--- b ---
{"formula": "C14H16", "method": "wB97M-V/def2-TZVPD", "gap_ev": 9.6604, "homo_energy_ev": -8.7, "smiles": "Cc1ccccc1.Cc1ccccc1", "molar_mass_g_mol": 184.28, "symbols": ["C", "C", "C", "C", "C", "C", "C", "H", "H", "H", "H", "H", "H", "H", "H", "C", "C", "C", "C", "C", "C", "C", "H", "H", "H", "H", "H", "H", "H", "H"], "xyz": [[4.64, 0.92, -0.08], [1.70, -1.33, 0.37], [0.86, -0.52, 1.12], [2.94, -0.89, -0.03], [3.40, 0.33, 0.47], [1.32, 0.70, 1.60], [2.57, 1.15, 1.26], [1.27, -2.30, 0.06], [-0.22, -0.66, 1.35], [3.56, -1.29, -0.84], [0.70, 1.20, 2.32], [4.52, 0.90, -1.20], [5.46, 0.25, 0.13], [2.81, 2.17, 1.55], [4.86, 1.97, 0.22], [-1.88, 0.19, -2.56], [-2.36, 0.06, -1.12], [-2.62, -1.27, -0.77], [-2.61, 1.10, -0.24], [-3.06, -1.62, 0.49], [-3.21, 0.72, 0.97], [-3.36, -0.57, 1.40], [-2.18, 1.06, -3.15], [-2.33, -0.67, -3.11], [-2.56, -2.01, -1.59], [-2.76, 2.19, -0.61], [-3.50, -2.59, 0.64], [-3.43, 1.59, 1.64], [-3.71, -0.86, 2.39], [-0.81, 0.08, -2.68]]}

=====

--- c ---
{"formula": "C14H16", "method": "wB97M-V/def2-TZVPD", "gap_ev": 9.5565, "homo_energy_ev": -8.6, "smiles": "Cc1ccccc1.Cc1ccccc1", "molar_mass_g_mol": 184.28, "symbols": ["C", "C", "C", "C", "C", "C", "C", "H", "H", "H", "H", "H", "H", "H", "H", "C", "C", "C", "C", "C", "C", "C", "H", "H", "H", "H", "H", "H", "H", "H"], "xyz": [[0.21, -3.23, 1.96], [2.48, -1.78, 2.17], [1.11, -1.89, 2.08], [3.17, -0.64, 1.87], [0.43, -0.75, 1.64], [2.44, 0.50, 1.49], [1.04, 0.46, 1.40], [3.01, -2.70, 2.40], [4.22, -0.59, 2.06], [0.74, -4.13, 1.57], [-0.69, -3.00, 1.41], [-0.63, -0.80, 1.77], [2.94, 1.43, 1.19], [0.49, 1.27, 1.09], [-0.17, -3.57, 2.95], [-0.84, 0.32, -3.92], [-1.72, 2.20, -2.44], [-1.27, 0.84, -2.67], [-2.05, 2.59, -1.23], [-1.21, 0.03, -1.52], [-2.02, 1.71, -0.12], [-1.64, 0.38, -0.26], [-1.56, 2.94, -3.29], [-2.45, 3.69, -0.94], [-1.26, -0.70, -4.08], [0.24, 0.09, -3.80], [-0.82, -1.05, -1.53], [-2.27, 2.04, 0.87], [-1.69, -0.32, 0.46], [-0.93, 0.96, -4.79]]}

=====

Preferred: b; penalty for the next structure: 70.2 kJ/mol.

=====

--- a ---
{"formula": "C3H7NO2S", "method": "wB97M-V/def2-TZVPD", "gap_ev": 9.9560, "homo_energy_ev": -9.3, "smiles": "O=C(O)NCCS", "molar_mass_g_mol": 121.16, "symbols": ["C", "C", "S", "N", "C", "O", "O", "H", "H", "H", "H", "H", "H", "H"], "xyz": [[0.42, 0.30, 0.16], [0.98, -0.42, 1.36], [2.44, 0.39, 2.09], [-0.95, -0.11, -0.11], [-1.42, -0.13, -1.44], [-2.65, 0.40, -1.55], [-0.87, -0.68, -2.36], [0.51, 1.38, 0.32], [1.06, 0.06, -0.70], [1.22, -1.46, 1.20], [0.26, -0.41, 2.18], [2.95, 0.92, 0.97], [-1.18, -0.97, 0.36], [-2.78, 0.72, -2.45]]}

=====

--- b ---
{"formula": "C3H7NO2S", "method": "wB97M-V/def2-TZVPD", "gap_ev": 9.8406, "homo_energy_ev": -9.2, "smiles": "O=C(O)NCCS", "molar_mass_g_mol": 121.16, "symbols": ["C", "C", "S", "N", "C", "O", "O", "H", "H", "H", "H", "H", "H", "H"], "xyz": [[0.61, -0.65, 0.53], [0.64, -0.38, -1.01], [2.26, -1.14, -1.41], [-0.69, -0.28, 1.05], [-1.19, 1.02, 0.93], [-2.55, 0.96, 1.07], [-0.49, 2.00, 0.72], [0.92, -1.65, 0.68], [1.47, 0.03, 0.91], [0.69, 0.69, -1.35], [-0.17, -0.89, -1.50], [2.59, -0.36, -2.52], [-1.30, -1.04, 1.36], [-2.80, 1.68, 0.55]]}

=====

Preferred: b; penalty for the next structure: 18.0 kJ/mol.

=====

--- a ---
{"formula": "CH3Br2P", "method": "wB97M-V/def2-TZVPD", "gap_ev": 7.8147, "homo_energy_ev": -9.2, "smiles": "C=[PH](Br)Br", "molar_mass_g_mol": 205.82, "symbols": ["C", "P", "Br", "Br", "H", "H", "H"], "xyz": [[1.01, -0.73, 0.08], [-0.35, 0.39, -0.02], [-1.60, 2.45, -0.30], [-1.58, -0.73, -1.44], [1.53, -0.42, 0.96], [1.75, -1.02, -0.56], [-0.75, 0.07, 1.28]]}

=====

--- b ---
{"formula": "CH3Br2P", "method": "wB97M-V/def2-TZVPD", "gap_ev": 9.7143, "homo_energy_ev": -9.9, "smiles": "PC(Br)Br", "molar_mass_g_mol": 205.82, "symbols": ["C", "P", "Br", "Br", "H", "H", "H"], "xyz": [[-0.49, 0.12, -0.50], [1.17, 0.61, 0.23], [-1.91, 1.28, -0.06], [-1.05, -1.86, -0.02], [-0.24, 0.19, -1.62], [1.78, -0.76, 0.36], [0.74, 0.42, 1.62]]}

=====

Preferred: b; penalty for the next structure: 39.1 kJ/mol.